{
  "formula": "C5H14",
  "method": "the ωB97M-V functional and the def2-TZVPD basis",
  "species": ["C", "C", "C", "C", "C", "H", "H", "H", "H", "H", "H", "H", "H", "H", "H", "H", "H", "H", "H"],
  "coordinates": [[1.160, -2.774, 0.749], [0.093, 3.494, -0.811], [-0.425, 2.085, -0.664], [0.314, -1.651, 0.329], [-1.188, -1.649, 0.542], [1.172, 3.383, -1.062], [0.252, 1.455, -0.087], [-0.014, 4.135, 0.059], [0.629, -3.571, 1.315], [2.023, -2.506, 1.362], [-1.283, -1.786, 1.641], [-1.417, 2.034, -0.180], [-0.594, 1.699, -1.689], [-1.570, -0.664, 0.309], [0.700, -0.647, 0.838], [-1.592, -2.437, -0.089], [1.633, -3.329, -0.103], [-0.400, 3.955, -1.727], [0.507, -1.226, -0.731]],
  "forces_ev_per_angstrom": [[1.221, -2.736, -0.207], [0.528, 0.259, -1.725], [-1.179, -0.347, -0.181], [0.832, 5.715, -1.315], [1.202, -0.507, 1.079], [-0.580, 0.532, 0.176], [-0.037, -0.106, -0.193], [-0.056, 0.014, 0.034], [0.040, 0.610, -0.235], [-0.205, 0.281, 0.082], [-0.744, -0.373, -0.736], [0.369, 0.118, -0.080], [0.356, -0.285, 0.635], [-0.312, 0.026, -0.281], [-0.673, -2.011, -0.336], [-0.669, -0.006, 0.381], [-0.561, 0.460, 0.464], [0.589, -0.181, 1.328], [-0.121, -1.464, 1.109]],
  "charge": 0,
  "homo_energy_ev": -10.47,
  "energy_ev": -5411.179
}

---

{
  "formula": "C40H40N5P2SnTe",
  "method": "the ωB97M-V functional and the def2-TZVPD basis",
  "species": ["Te", "Sn", "P", "P", "N", "N", "N", "N", "N", "C", "C", "C", "C", "C", "C", "C", "C", "C", "C", "C", "C", "C", "C", "C", "C", "C", "C", "C", "C", "C", "C", "C", "C", "C", "C", "C", "C", "C", "C", "C", "C", "C", "C", "C", "C", "C", "C", "C", "C", "H", "H", "H", "H", "H", "H", "H", "H", "H", "H", "H", "H", "H", "H", "H", "H", "H", "H", "H", "H", "H", "H", "H", "H", "H", "H", "H", "H", "H", "H", "H", "H", "H", "H", "H", "H", "H", "H", "H", "H"],
  "coordinates": [[2.398, 2.342, -1.596], [-1.501, -0.600, 0.376], [0.197, 0.015, -2.530], [1.151, -0.069, 0.337], [-2.102, 0.954, 1.805], [-2.129, -3.272, 3.826], [-1.943, -2.058, 2.017], [-3.185, 2.725, 3.104], [3.775, 1.399, -6.183], [2.102, -3.899, 1.301], [2.182, 3.209, 2.459], [3.019, 2.456, -5.912], [-0.806, 2.398, -6.245], [-0.308, 1.108, -6.372], [2.035, 1.040, 1.428], [-5.383, 2.807, 4.255], [1.928, -1.690, 0.357], [3.788, 0.852, -3.856], [1.240, 0.593, -1.332], [-0.129, 0.965, -3.983], [-2.563, 3.311, 4.321], [3.922, 1.573, 2.811], [-2.052, -3.685, 5.233], [-2.618, 1.788, 2.438], [0.023, 0.378, -5.241], [-4.632, 3.043, 2.930], [-1.703, -2.111, 3.323], [3.064, -1.932, -0.417], [-3.230, 2.738, 5.583], [-2.665, -4.009, 2.798], [-0.984, 2.971, -4.986], [2.580, 2.770, -4.629], [-2.544, -3.254, 1.677], [-4.535, 2.011, 5.245], [1.485, -2.272, -3.254], [3.243, 0.664, 2.012], [3.219, -4.142, 0.513], [1.548, -3.590, -3.676], [-0.912, -2.505, -2.936], [0.396, -4.364, -3.716], [2.961, 1.937, -3.591], [-0.655, 2.257, -3.852], [-0.833, -3.823, -3.351], [0.252, -1.735, -2.872], [3.705, -3.156, -0.339], [3.398, 2.841, 3.027], [1.493, 2.307, 1.667], [4.162, 0.621, -5.174], [1.458, -2.672, 1.229], [-2.339, -4.730, 5.302], [2.496, -4.010, -3.986], [-2.734, -3.089, 5.835], [-6.313, 2.280, 4.047], [-4.318, 1.023, 4.825], [0.451, -5.391, -4.051], [-2.547, 2.065, 6.101], [-0.799, 2.696, -2.872], [4.158, 0.210, -3.066], [-1.875, -2.069, -2.698], [-2.720, 4.386, 4.232], [-5.101, 1.832, 6.157], [2.378, -1.658, -3.246], [-5.661, 3.767, 4.693], [2.742, 3.084, -6.752], [4.863, 1.292, 3.263], [3.652, -0.324, 1.846], [-4.675, 4.086, 2.619], [-1.730, -4.425, -3.412], [3.936, 3.545, 3.648], [1.743, -4.660, 1.980], [0.536, 2.587, 1.237], [1.775, 4.195, 2.641], [-3.087, -4.987, 2.955], [-1.034, -3.572, 5.594], [3.450, -1.159, -1.072], [-2.847, -3.481, 0.668], [0.405, -0.630, -5.341], [-1.245, -1.333, 3.912], [-0.184, 0.666, -7.351], [-1.491, 3.130, 4.281], [-5.013, 2.430, 2.116], [4.810, -0.211, -5.425], [1.968, 3.644, -4.466], [-1.071, 2.960, -7.130], [4.589, -3.343, -0.934], [3.723, -5.097, 0.572], [0.618, -2.474, 1.882], [-3.433, 3.563, 6.267], [-1.389, 3.970, -4.899]],
  "forces_ev_per_angstrom": [[-0.045, -0.162, -0.080], [-0.367, 0.032, 0.148], [0.455, 0.024, -0.205], [-0.107, -0.572, 0.254], [0.236, -0.076, -0.074], [0.053, 0.016, -0.011], [0.208, 0.036, -0.210], [0.085, -0.106, 0.003], [0.035, -0.051, -0.036], [0.039, 0.010, -0.020], [0.011, -0.003, 0.022], [0.028, -0.079, 0.080], [-0.009, -0.007, 0.030], [0.019, -0.012, -0.002], [-0.109, 0.029, -0.003], [0.007, 0.002, -0.001], [0.208, 0.092, 0.013], [-0.052, -0.094, 0.009], [-0.105, 0.425, -0.262], [-0.103, -0.017, 0.107], [-0.033, -0.027, -0.051], [-0.004, -0.003, 0.009], [-0.010, 0.015, -0.006], [-0.185, 0.271, 0.067], [0.043, 0.013, -0.052], [0.045, 0.003, -0.002], [-0.079, 0.033, 0.132], [-0.008, -0.008, -0.005], [-0.011, 0.008, 0.010], [0.000, 0.038, 0.005], [-0.016, 0.007, -0.014], [0.036, 0.051, 0.002], [0.001, -0.056, -0.005], [-0.001, -0.018, -0.021], [-0.013, -0.086, 0.052], [0.033, 0.035, 0.002], [-0.017, -0.004, 0.014], [0.022, 0.016, 0.005], [0.002, 0.031, -0.052], [-0.024, 0.014, 0.007], [-0.035, -0.036, 0.092], [0.031, 0.028, -0.012], [0.007, -0.020, -0.005], [-0.094, 0.054, 0.102], [0.005, -0.004, -0.012], [-0.008, -0.008, -0.005], [-0.048, -0.008, 0.039], [-0.096, 0.135, -0.010], [0.050, 0.019, 0.009], [0.001, -0.010, -0.016], [-0.009, -0.001, 0.001], [-0.009, 0.007, -0.007], [-0.013, 0.024, -0.002], [0.011, 0.003, -0.005], [0.000, 0.006, 0.002], [-0.001, -0.007, -0.014], [0.005, -0.001, 0.003], [0.014, 0.021, -0.009], [-0.015, 0.002, 0.030], [0.008, 0.011, 0.004], [-0.007, 0.016, 0.001], [-0.026, -0.013, 0.002], [0.038, 0.001, 0.018], [0.021, -0.009, -0.001], [-0.005, 0.001, -0.001], [0.018, 0.013, -0.012], [-0.040, -0.006, -0.042], [0.009, 0.003, 0.000], [0.000, 0.000, -0.007], [-0.004, -0.005, -0.009], [0.023, 0.002, -0.021], [0.010, 0.005, -0.010], [0.005, 0.006, 0.002], [0.001, 0.013, 0.000], [0.001, -0.003, 0.020], [-0.008, -0.009, 0.012], [-0.007, 0.002, 0.002], [0.011, -0.016, -0.003], [0.009, 0.011, 0.007], [0.009, -0.018, 0.016], [0.006, -0.046, 0.024], [-0.006, -0.004, -0.019], [-0.070, 0.058, 0.015], [0.002, -0.006, 0.003], [0.001, -0.002, 0.007], [-0.004, 0.007, 0.002], [-0.048, -0.013, -0.052], [-0.005, -0.006, 0.005], [-0.004, -0.014, -0.002]],
  "charge": 3,
  "homo_energy_ev": -15.42,
  "energy_ev": -81257.123
}

---

{
  "formula": "C5H8O2",
  "method": "the ωB97M-V functional and the def2-TZVPD basis",
  "species": ["O", "O", "C", "C", "C", "C", "C", "H", "H", "H", "H", "H", "H", "H", "H"],
  "coordinates": [[0.876, 1.496, -1.758], [-0.850, 1.078, -0.072], [-0.405, -0.057, 0.401], [0.231, -0.071, 1.825], [-0.769, -1.242, -0.243], [1.207, -0.047, 0.772], [-0.262, 1.059, -1.719], [-1.122, 1.547, -2.227], [-0.232, -2.179, -0.110], [1.611, 0.892, 0.411], [-0.397, -0.129, -1.738], [-0.013, 0.858, 2.330], [1.745, -0.951, 0.515], [0.082, -0.976, 2.401], [-1.702, -1.279, -0.788]],
  "forces_ev_per_angstrom": [[0.108, 0.053, -0.138], [-0.111, -0.145, 0.257], [-0.558, -0.163, -0.411], [0.203, -0.069, 0.353], [0.164, 0.076, 0.181], [0.424, -0.034, 0.118], [-0.319, -0.348, -0.326], [0.233, -0.027, 0.103], [-0.095, 0.205, 0.119], [-0.091, -0.157, 0.037], [0.083, 0.487, -0.087], [-0.018, -0.123, -0.119], [-0.076, 0.129, 0.021], [0.010, 0.104, -0.083], [0.044, 0.012, -0.022]],
  "charge": 0,
  "homo_energy_ev": [-8.44, -8.45],
  "energy_ev": -9404.561
}